A structure of composition C48H72BBrN9OS3W. Source: OMol25; level of theory: the ωB97M-V functional and the def2-TZVPD basis.

Positions of all 136 atoms, in Å:
1 W 0.585 -1.322 0.265
2 C -2.933 -3.325 -3.414
3 C -2.774 -1.869 -3.107
4 C -3.420 -0.879 -3.791
5 C -3.202 0.486 -3.482
6 N -2.384 0.828 -2.513
7 N -1.758 -0.138 -1.837
8 B -0.729 0.344 -0.760
9 N -1.458 1.155 0.373
10 N -2.748 1.483 0.281
11 C -3.213 2.377 1.125
12 C -2.348 3.010 2.052
13 C -1.045 2.621 2.188
14 C -0.091 3.217 3.172
15 C -0.637 1.595 1.310
16 S 0.920 0.818 1.379
17 C -4.685 2.749 1.053
18 C -5.462 1.758 0.187
19 C -5.285 2.748 2.467
20 C -4.775 4.160 0.446
21 N 0.196 1.390 -1.482
22 N -0.204 2.664 -1.485
23 C 0.520 3.542 -2.140
24 C 1.651 3.131 -2.882
25 C 2.070 1.830 -2.867
26 C 3.289 1.353 -3.588
27 C 1.302 0.952 -2.069
28 S 1.847 -0.656 -1.734
29 C 0.077 4.997 -2.032
30 C -1.247 5.164 -2.788
31 C -0.131 5.342 -0.549
32 C 1.125 5.940 -2.622
33 C -1.893 -1.430 -2.095
34 S -0.905 -2.541 -1.213
35 C -3.803 1.620 -4.304
36 C -4.940 1.125 -5.200
37 C -2.658 2.163 -5.178
38 C -4.336 2.730 -3.386
39 H -3.673 -3.471 -4.198
40 H -3.251 -3.880 -2.529
41 H -1.985 -3.753 -3.746
42 H -4.093 -1.141 -4.598
43 H -2.743 3.797 2.684
44 H -0.599 3.912 3.837
45 H 0.702 3.757 2.648
46 H 0.388 2.441 3.773
47 H -5.479 0.765 0.649
48 H -5.042 1.669 -0.813
49 H -6.496 2.097 0.098
50 H -5.174 1.770 2.946
51 H -6.352 2.969 2.406
52 H -4.839 3.503 3.117
53 H -4.358 4.182 -0.564
54 H -4.247 4.900 1.054
55 H -5.820 4.467 0.388
56 H 2.214 3.864 -3.445
57 H 3.753 2.168 -4.139
58 H 3.039 0.555 -4.290
59 H 4.018 0.946 -2.882
60 H -2.012 4.497 -2.384
61 H -1.126 4.952 -3.853
62 H -1.596 6.194 -2.689
63 H -0.907 4.715 -0.105
64 H -0.441 6.384 -0.460
65 H 0.796 5.219 0.020
66 H 1.256 5.796 -3.697
67 H 2.097 5.836 -2.130
68 H 0.797 6.970 -2.478
69 H -4.587 0.476 -6.005
70 H -5.418 1.983 -5.673
71 H -5.710 0.598 -4.628
72 H -2.241 1.384 -5.823
73 H -1.856 2.567 -4.556
74 H -3.034 2.963 -5.819
75 H -5.306 2.454 -2.967
76 H -4.477 3.644 -3.966
77 H -3.649 2.944 -2.566
78 C 6.224 -6.549 0.651
79 C 6.576 -5.208 1.298
80 C 7.820 -4.640 0.599
81 C 6.877 -5.437 2.788
82 C 5.428 -4.206 1.194
83 C 4.186 -4.557 0.676
84 C 3.211 -3.586 0.662
85 Br 1.506 -3.942 -0.094
86 C 3.390 -2.285 1.106
87 O 2.326 -1.434 1.030
88 C 4.643 -1.896 1.615
89 C 5.610 -2.894 1.644
90 C 4.923 -0.477 2.121
91 C 4.719 0.537 0.982
92 C 3.994 -0.167 3.307
93 C 6.364 -0.325 2.615
94 H 7.084 -7.216 0.717
95 H 5.976 -6.441 -0.409
96 H 5.394 -7.047 1.162
97 H 8.629 -5.369 0.651
98 H 8.182 -3.724 1.072
99 H 7.623 -4.428 -0.455
100 H 7.708 -6.137 2.893
101 H 6.012 -5.858 3.306
102 H 7.160 -4.509 3.290
103 H 3.991 -5.550 0.298
104 H 6.582 -2.638 2.036
105 H 3.717 0.506 0.560
106 H 5.432 0.351 0.176
107 H 4.900 1.547 1.360
108 H 2.945 -0.177 3.023
109 H 4.224 0.823 3.707
110 H 4.142 -0.892 4.112
111 H 7.092 -0.526 1.825
112 H 6.582 -0.975 3.465
113 H 6.516 0.703 2.947
114 C -4.761 -2.341 2.331
115 C -4.244 -2.183 0.917
116 N -2.864 -1.698 0.975
117 C -1.996 -2.190 1.860
118 N -0.666 -1.808 1.779
119 C 0.021 -1.952 3.100
120 C -0.062 -3.411 3.497
121 C -1.517 -3.755 3.721
122 N -2.409 -3.039 2.784
123 C -3.845 -3.310 3.045
124 H -5.776 -2.733 2.342
125 H -4.772 -1.372 2.832
126 H -4.819 -1.476 0.323
127 H -4.253 -3.147 0.400
128 H -2.677 -0.776 0.612
129 H -0.476 -1.301 3.824
130 H 1.043 -1.614 3.014
131 H 0.506 -3.606 4.407
132 H 0.373 -4.020 2.704
133 H -1.825 -3.453 4.724
134 H -1.714 -4.822 3.624
135 H -3.980 -3.257 4.124
136 H -4.044 -4.337 2.737

As for the net charge: +3. The HOMO energy is -15.19 eV. As for the orbital gap: 0.212 Ha. The calculation puts the energy at -6300.1641 hartree. For the LUMO energy, the calculation gives -9.43 eV.